1.
DFT (the ωB97M-V functional and the def2-TZVPD basis) results for the molecule C24H33N3O5S at a distorted geometry.

Calculated values
Molar mass, g mol⁻¹: 475.61
Charge: 0
HOMO, Ha: -0.2992
Energy, eV: -50965.233
SMILES string: CCOc1ccccc1/C=C/c1onc(C)c1S(=O)(=O)N1CCC(C(=O)N(CC)CC)CC1
Energy relative to the best compared isomer or geometry (same formula, charge and spin), eV: 3.729

Geometry as XYZ:
```
66
Properties=species:S:1:pos:R:3:mulliken_charge:R:1
C -0.463 2.705 -0.203 -1.018
C 0.068 3.701 0.817 -0.605
O 0.456 2.963 1.962 -0.216
C 0.928 3.596 3.058 0.554
C 0.965 4.982 3.187 -0.609
C 1.409 5.579 4.353 -0.608
C 1.824 4.802 5.421 -0.740
C 1.809 3.428 5.299 -0.808
C 1.385 2.789 4.129 0.773
C 1.474 1.349 4.090 -0.237
C 1.300 0.534 3.033 -0.232
C 1.473 -0.882 3.118 -0.327
C 1.326 -1.861 2.152 0.426
C 1.635 -3.071 2.827 0.128
N 1.943 -2.820 4.072 -0.835
O 1.845 -1.478 4.265 -0.172
C 1.620 -4.441 2.266 -1.251
H 0.608 -4.842 2.309 0.236
H 2.273 -5.085 2.848 0.452
H 1.937 -4.409 1.227 0.333
S 0.782 -1.689 0.485 1.422
O 1.426 -2.686 -0.322 -0.763
O 0.943 -0.313 0.093 -0.529
N -0.835 -2.089 0.675 0.292
C -1.292 -3.214 -0.112 -0.923
C -1.421 -2.856 -1.605 -0.794
H -2.334 -3.292 -2.014 0.501
H -0.570 -3.260 -2.154 0.272
C -1.474 -1.329 -1.764 1.896
C -1.976 -0.986 -3.160 -0.395
O -3.168 -0.871 -3.389 -0.706
N -1.049 -0.842 -4.134 0.295
C 0.388 -0.948 -3.967 -0.545
H 0.637 -1.706 -3.224 0.175
C 1.031 0.383 -3.576 -0.813
H 0.738 0.675 -2.572 -0.081
H 2.113 0.285 -3.600 0.372
H 0.735 1.169 -4.268 0.385
H 0.799 -1.281 -4.924 0.508
C -1.518 -0.522 -5.472 -0.748
C -1.693 -1.776 -6.324 -1.136
H -2.430 -2.429 -5.865 0.287
H -0.755 -2.320 -6.416 0.296
H -2.036 -1.505 -7.318 0.401
H -2.483 -0.020 -5.368 0.407
H -0.806 0.163 -5.939 0.356
H -0.485 -0.905 -1.598 -0.556
C -2.414 -0.767 -0.695 -0.872
C -1.767 -0.978 0.684 -0.095
H -1.195 -0.100 0.982 -0.297
H -2.527 -1.175 1.448 0.457
H -3.374 -1.280 -0.763 0.217
H -2.591 0.293 -0.872 0.517
H -0.572 -4.019 0.027 0.314
H -2.254 -3.524 0.304 0.447
H 1.049 0.897 2.052 0.540
H 1.751 0.890 5.033 0.481
H 2.146 2.817 6.123 0.375
H 2.161 5.265 6.335 0.385
H 1.424 6.656 4.423 0.381
H 0.643 5.610 2.371 0.352
H -0.712 4.430 1.076 0.417
H 0.936 4.239 0.413 0.488
H -1.418 2.306 0.130 0.257
H 0.236 1.879 -0.310 0.009
H -0.599 3.193 -1.164 0.508
```

2.
DFT (the ωB97M-V functional and the def2-TZVPD basis) results for a structure of composition C24H33N3OSi2Sn at a distorted geometry.

Calculated values
Molar mass, g mol⁻¹: 554.43
Charge: +2
HOMO (alpha / beta), Ha: -0.5393 / -0.5231
Energy, eV: -53514.322

Geometry as XYZ:
```
64
Properties=species:S:1:pos:R:3:mulliken_charge:R:1
Sn -0.521 1.265 0.010 0.893
C -2.859 2.338 3.357 -1.208
C -3.359 1.172 2.601 0.408
C -4.603 0.514 2.732 -0.532
C -4.844 -0.632 1.956 -0.889
C -3.877 -1.057 1.069 -0.315
C -2.665 -0.356 0.908 1.271
N -2.414 0.706 1.688 -0.188
N -1.730 -0.669 -0.024 0.184
Si -1.639 -2.142 -1.031 -0.336
C -2.058 -3.609 0.016 -1.009
C -2.809 -2.003 -2.495 -0.869
C 0.187 -2.169 -1.589 -0.340
H -2.757 3.231 2.656 0.265
H -1.782 2.215 3.708 0.230
H -3.502 2.657 4.155 0.442
H -5.388 1.006 3.339 0.416
H -5.793 -1.176 2.188 0.415
H -4.068 -2.001 0.557 0.174
H -3.188 -3.648 0.179 0.324
H -1.684 -3.439 1.055 0.341
H -1.638 -4.514 -0.387 0.459
H -3.839 -2.227 -2.307 0.384
H -2.418 -2.577 -3.361 0.355
H -2.682 -0.929 -2.777 0.216
H 0.906 -1.951 -0.776 -0.006
H 0.306 -1.438 -2.413 -0.197
H 0.393 -3.186 -2.027 0.484
C 2.041 2.843 -3.732 -1.114
Si 0.714 1.631 -3.120 0.252
C 0.477 0.349 -4.513 -1.049
C -0.928 2.431 -2.726 -1.291
N 1.084 0.865 -1.561 0.477
C 2.354 0.476 -1.184 0.670
C 3.453 0.290 -2.103 -0.542
C 4.668 -0.226 -1.695 -0.975
C 4.878 -0.475 -0.348 -0.507
C 3.868 -0.353 0.589 -0.774
C 2.616 0.148 0.163 0.330
O 1.570 0.456 0.992 0.171
C 1.683 0.228 2.467 -0.629
C 1.858 1.333 3.252 0.172
C 2.077 1.151 4.637 -0.810
C 2.070 -0.168 5.109 -0.347
C 1.907 -1.282 4.276 -0.812
C 1.554 -1.067 2.929 0.205
H 1.667 3.585 -4.467 0.385
H 2.917 2.357 -4.191 0.352
H 2.393 3.448 -2.865 0.341
H 1.005 -0.593 -4.187 0.359
H 0.894 0.743 -5.456 0.420
H -0.608 0.102 -4.639 0.329
H -1.283 2.953 -3.622 0.457
H -0.824 3.205 -1.904 0.302
H -1.750 1.704 -2.530 0.358
H 3.249 0.353 -3.160 0.365
H 5.504 -0.348 -2.388 0.446
H 5.852 -0.681 0.015 0.468
H 4.033 -0.582 1.671 0.419
H 1.860 2.352 2.884 0.484
H 2.234 2.024 5.272 0.447
H 2.125 -0.448 6.184 0.378
H 1.868 -2.295 4.680 0.427
H 1.244 -1.893 2.283 0.464
```

3.
DFT (the ωB97M-V functional and the def2-TZVPD basis) results for the molecule C24H33N5O6 at a distorted geometry.

Calculated values
Molar mass, g mol⁻¹: 487.56
Charge: 0
HOMO, Ha: -0.3135
Energy, eV: -45163.134
SMILES string: CCOC(=O)c1ccc(NC(=O)c2nc[nH]c2C(=O)NCCCCCNC(=O)OC(C)(C)C)cc1
Energy relative to the best compared isomer or geometry (same formula, charge and spin), eV: 0.151

Geometry as XYZ:
```
68
Properties=species:S:1:pos:R:3:mulliken_charge:R:1
C 9.467 -0.822 0.318 -1.235
C 8.606 0.416 0.153 -0.211
H 8.956 1.039 -0.678 0.314
H 8.613 1.031 1.061 0.305
O 7.267 0.002 -0.112 -0.246
C 6.382 0.984 -0.345 0.590
O 6.682 2.155 -0.330 -0.631
C 5.023 0.473 -0.620 0.158
C 4.012 1.387 -0.912 -1.039
C 2.729 0.961 -1.181 -0.366
C 2.433 -0.402 -1.162 1.144
C 3.445 -1.320 -0.865 -0.799
C 4.726 -0.890 -0.598 -0.731
H 5.505 -1.600 -0.372 0.474
H 3.212 -2.375 -0.850 0.393
N 1.169 -0.902 -1.427 0.018
C 0.019 -0.251 -1.747 0.669
O -0.093 0.963 -1.863 -0.918
C -1.086 -1.200 -1.919 1.142
C -2.436 -1.006 -2.178 -0.353
N -2.980 -2.251 -2.175 0.060
C -1.998 -3.134 -1.916 -0.691
N -0.848 -2.542 -1.765 -0.710
H -2.148 -4.194 -1.851 0.473
H -3.974 -2.396 -2.280 0.255
C -3.357 0.137 -2.357 0.185
O -4.555 -0.073 -2.511 -0.742
N -2.791 1.347 -2.332 -0.010
C -3.566 2.562 -2.349 -0.833
H -4.619 2.274 -2.298 0.490
H -3.396 3.091 -3.295 0.330
C -3.179 3.475 -1.186 -1.121
C -3.388 2.825 0.183 0.230
C -4.865 2.585 0.536 -0.871
H -5.511 3.015 -0.230 0.411
H -5.107 3.080 1.480 0.386
C -5.208 1.098 0.669 -0.343
N -4.452 0.469 1.727 -0.082
C -3.440 -0.397 1.508 0.564
O -3.175 -0.887 0.433 -0.604
O -2.803 -0.644 2.669 -0.547
C -1.670 -1.544 2.708 1.893
C -2.078 -2.945 2.250 -1.444
H -1.246 -3.630 2.387 0.460
H -2.354 -2.929 1.200 0.107
H -2.927 -3.296 2.833 0.393
C -1.261 -1.562 4.181 -1.885
H -1.006 -0.557 4.508 0.425
H -2.082 -1.926 4.792 0.421
H -0.400 -2.209 4.319 0.407
C -0.535 -0.998 1.841 -1.336
H 0.340 -1.635 1.935 0.532
H -0.273 0.011 2.155 0.455
H -0.842 -0.972 0.800 -0.061
H -4.528 0.854 2.656 0.266
H -6.276 0.984 0.883 0.355
H -4.979 0.562 -0.253 -0.010
H -2.929 3.467 0.937 0.386
H -2.852 1.875 0.199 -0.262
H -3.759 4.397 -1.253 0.368
H -2.122 3.733 -1.290 0.470
H -1.783 1.417 -2.181 0.337
H 1.049 -1.912 -1.381 0.286
H 1.952 1.671 -1.410 0.478
H 4.258 2.438 -0.924 0.431
H 10.492 -0.529 0.522 0.399
H 9.099 -1.427 1.143 0.310
H 9.440 -1.420 -0.589 0.310
```

4.
DFT (the ωB97M-V functional and the def2-TZVPD basis) results for a structure of composition C24H33N6O5P at a distorted geometry.

Calculated values
Molar mass, g mol⁻¹: 516.54
Charge: -2
HOMO, Ha: -0.1094
Energy, eV: -53884.942
Energy relative to the best compared isomer or geometry (same formula, charge and spin), eV: 1.698

Geometry as XYZ:
```
69
Properties=species:S:1:pos:R:3:mulliken_charge:R:1
O -0.526 0.466 0.078 -0.225
H -1.176 -0.223 0.632 0.346
H -0.427 -0.126 -0.704 0.045
H 0.436 0.467 0.382 0.771
P 1.526 -1.919 0.255 0.645
O 0.954 -2.435 1.566 -0.926
O 1.627 -0.324 0.625 -0.946
O 0.504 -1.769 -0.703 -1.006
O 2.685 -2.420 -0.195 -1.024
N -0.601 -3.806 -1.828 0.342
C -1.271 -4.894 -1.299 -0.564
C -1.625 -5.765 -2.347 -0.804
C -1.115 -5.042 -3.580 -0.542
C -0.491 -3.847 -3.223 -0.215
H -0.154 -2.957 -1.416 0.202
H -1.663 -4.964 -0.380 0.548
H -2.174 -6.639 -2.225 0.499
H -1.354 -5.362 -4.584 0.378
H 0.073 -2.945 -3.796 0.125
N -0.501 2.626 2.214 0.413
C -0.466 3.592 1.226 0.003
C -1.750 4.045 0.878 -0.696
C -2.600 3.441 1.952 -0.813
C -1.869 2.356 2.529 -0.095
H 0.346 1.963 2.456 0.239
H 0.692 3.760 0.842 0.219
H -1.870 4.834 0.114 0.387
H -3.678 3.507 2.274 0.264
H -2.074 1.614 3.331 0.350
N 2.065 1.102 2.508 -0.007
C 1.593 0.752 3.794 -0.395
C 1.770 1.838 4.606 -0.648
C 2.544 2.905 3.852 -0.465
C 2.758 2.345 2.601 -0.503
H 2.165 0.376 1.693 0.216
H 1.196 -0.408 3.863 0.381
H 1.627 2.000 5.702 0.332
H 2.866 3.914 3.968 0.401
H 3.402 2.634 1.746 0.356
N -0.429 -0.696 -2.767 0.649
C 0.354 0.003 -3.640 -0.483
C -0.535 0.562 -4.553 -1.024
C -1.892 -0.143 -4.322 -0.422
C -1.743 -0.946 -3.371 -1.175
H -0.013 -1.350 -1.945 0.699
H 1.386 -0.092 -3.565 0.657
H -0.339 1.264 -5.417 0.301
H -2.803 -0.162 -4.823 0.492
H -2.298 -1.511 -2.861 0.683
N -1.246 -1.548 2.004 0.044
C -2.194 -1.873 1.122 0.066
C -3.419 -1.478 1.559 -0.589
C -3.179 -0.976 2.954 -0.917
C -1.761 -1.000 3.149 -0.822
H -0.223 -1.918 1.722 0.495
H -1.966 -2.457 0.217 0.334
H -4.422 -1.706 0.879 0.146
H -3.799 -0.605 3.619 0.664
H -1.188 -0.774 4.001 0.521
N 2.402 1.340 -0.876 0.706
C 3.764 1.706 -0.823 -0.586
C 3.825 2.885 -1.578 -0.620
C 2.456 3.226 -2.054 -0.653
C 1.670 2.213 -1.528 -0.455
H 2.088 0.529 -0.344 0.416
H 4.629 1.047 -0.404 0.299
H 4.729 3.379 -1.639 0.490
H 2.156 4.261 -2.623 0.123
H 0.542 2.131 -1.497 0.375
```

Which of these has the lowest molar mass? C24H33N3O5S

What is the charge in the fourth record? -2

Which formula does entry 2 have? C24H33N3OSi2Sn

Which of these has the highest energy? C24H33N5O6